Here is BrFe as an isolated structure from OMol25. Energies are from ωB97M-V/def2-TZVPD.

Its HOMO energy (alpha / beta) is -9.61 / -15.72 eV. The frontier orbital gap (alpha / beta) comes out at 5.22 / 3.72 eV.

Structure (ORCA input):
```
! RIJCOSX wB97M-V def2-TZVPD def2/J DEFGRID3
* xyz 1 9
Fe 17.856 6.311 -30.118
Br 15.101 4.905 -27.712
*
```

Here is a 7-piece molecular cluster, BrH12O6 overall in a non-equilibrium geometry from OMol25. Energies are from ωB97M-V/def2-TZVPD.

Its HOMO energy is -6.05 eV. The frontier orbital gap comes out at 9.49 eV.

Structure (ORCA input):
```
! RIJCOSX wB97M-V def2-TZVPD def2/J DEFGRID3
* xyz -1 1
Br -0.133 -0.250 0.247
O 0.836 -1.229 -2.925
H 0.532 -0.807 -2.157
H 0.908 -0.375 -3.052
O -1.572 -3.274 -0.540
H -2.453 -3.313 -0.426
H -1.510 -2.328 -0.573
O 3.063 -0.166 0.590
H 2.200 -0.143 0.347
H 2.973 -0.004 1.571
O -0.375 1.939 -2.330
H 0.603 1.712 -2.659
H -0.692 1.319 -1.623
O -1.126 2.791 1.426
H -0.827 1.932 1.121
H -1.623 3.159 0.648
O -0.411 -0.013 3.685
H 0.169 -0.123 2.781
H -0.568 -0.829 3.878
*
```

Here is a 9-piece molecular cluster, BrH16O8 overall from OMol25. Energies are from ωB97M-V/def2-TZVPD.

Its HOMO energy is -6.14 eV. The frontier orbital gap comes out at 9.11 eV.

Structure (ORCA input):
```
! RIJCOSX wB97M-V def2-TZVPD def2/J DEFGRID3
* xyz -1 1
Br -1.909 40.217 4.754
O 0.400 39.576 2.024
H 1.029 38.901 2.291
H -0.092 39.758 2.839
O -2.685 38.906 1.474
H -2.609 39.688 2.036
H -2.375 39.209 0.617
O -2.968 42.617 7.108
H -3.112 42.112 6.296
H -2.776 43.507 6.803
O 1.222 41.586 4.172
H 1.376 41.817 3.252
H 0.261 41.635 4.270
O 0.468 37.817 5.986
H -0.291 38.412 6.020
H 1.216 38.417 5.914
O -3.839 42.106 2.518
H -3.413 41.530 3.172
H -4.223 42.812 3.044
O -4.117 39.400 7.515
H -4.567 40.203 7.791
H -3.543 39.691 6.794
O -5.477 39.392 4.193
H -6.062 39.738 4.872
H -4.600 39.445 4.592
*
```

Here is a single BrH2NO3S molecule in a non-equilibrium geometry from OMol25. Energies are from ωB97M-V/def2-TZVPD.

Its HOMO energy is -10.53 eV. The frontier orbital gap comes out at 9.98 eV.

Structure (ORCA input):
```
! RIJCOSX wB97M-V def2-TZVPD def2/J DEFGRID3
* xyz 0 1
N 1.293 0.361 -0.260
O -0.043 -0.837 1.520
O -0.629 -1.120 -0.920
O -1.214 0.992 0.389
S -0.172 -0.339 0.190
Br -2.812 0.437 -0.200
H 1.682 0.354 -1.123
H 1.896 0.152 0.404
*
```

Here is a 2-piece molecular cluster, BrH2O2PS overall in a non-equilibrium geometry from OMol25. Energies are from ωB97M-V/def2-TZVPD.

Its HOMO energy (alpha / beta) is -9.66 / -9.49 eV. The frontier orbital gap (alpha / beta) comes out at 6.86 / 6.81 eV.

Structure (ORCA input):
```
! RIJCOSX wB97M-V def2-TZVPD def2/J DEFGRID3
* xyz 0 1
O 0.386 -1.028 -0.825
O -0.134 -0.340 1.509
P -0.281 0.281 0.024
S 2.491 1.640 -0.866
Br -2.506 0.120 -0.351
H 0.498 -0.817 -1.696
H -0.454 0.144 2.206
*
```

Here is a 22-piece molecular cluster, BrH42O21 overall in a non-equilibrium geometry from OMol25. Energies are from ωB97M-V/def2-TZVPD.

Its HOMO energy is -7.33 eV. The frontier orbital gap comes out at 8.88 eV.

Structure (ORCA input):
```
! RIJCOSX wB97M-V def2-TZVPD def2/J DEFGRID3
* xyz -1 1
Br -0.123 -0.003 -0.275
O -2.483 -2.756 -2.822
H -3.259 -3.207 -2.491
H -2.693 -2.555 -3.735
O 2.482 -4.198 2.112
H 2.027 -3.414 2.422
H 1.920 -4.542 1.418
O -2.158 -0.803 2.319
H -1.565 -0.790 1.568
H -2.374 -1.728 2.439
O 1.882 -1.757 4.742
H 1.798 -1.595 3.802
H 1.746 -2.700 4.836
O -1.831 2.282 2.611
H -2.088 1.368 2.489
H -2.564 2.786 2.258
O 2.539 3.296 -0.860
H 1.760 3.462 -0.329
H 3.105 2.767 -0.298
O 0.821 2.955 -3.277
H 1.188 2.628 -2.456
H 1.579 3.271 -3.770
O 0.842 1.061 2.606
H 0.396 0.894 1.776
H 0.136 1.265 3.220
O -1.728 -3.636 1.491
H -2.162 -3.841 2.320
H -1.222 -4.422 1.285
O 3.810 -0.553 -0.118
H 2.928 -0.445 0.238
H 3.756 -1.341 -0.659
O -0.281 -0.623 -3.817
H -0.421 0.020 -3.122
H -0.203 -1.460 -3.358
O 3.239 -2.947 -1.603
H 3.492 -2.846 -2.520
H 2.283 -2.889 -1.610
O -2.020 2.556 -3.590
H -1.091 2.772 -3.504
H -2.309 2.379 -2.694
O 0.102 3.747 0.943
H -0.640 3.802 0.341
H -0.122 3.030 1.536
O -2.662 1.947 -1.025
H -2.113 1.219 -0.733
H -2.742 2.511 -0.256
O 0.553 -2.696 -2.197
H 0.408 -2.030 -1.525
H -0.184 -3.299 -2.100
O 0.676 -2.199 2.266
H 0.691 -1.461 1.657
H -0.158 -2.636 2.093
O 4.855 2.029 0.498
H 4.681 1.128 0.223
H 5.801 2.057 0.644
O -4.818 -1.409 -1.497
H -3.879 -1.391 -1.314
H -5.030 -0.510 -1.748
O 2.901 3.336 3.321
H 2.861 3.085 4.244
H 2.333 2.708 2.876
O -5.042 1.786 -2.593
H -4.117 1.993 -2.459
H -5.511 2.542 -2.240
*
```

Here is a 2-piece molecular cluster, BrH4NSi overall in a non-equilibrium geometry from OMol25. Energies are from ωB97M-V/def2-TZVPD.

Its HOMO energy is -9.61 eV. As for the SMILES: N=[SiH2].Br. The frontier orbital gap comes out at 9.69 eV.

Structure (ORCA input):
```
! RIJCOSX wB97M-V def2-TZVPD def2/J DEFGRID3
* xyz 0 1
N -0.393 -0.679 0.564
Si -0.367 0.561 -0.418
Br 2.761 -0.962 1.114
H 2.979 -1.548 -0.175
H -0.966 -0.514 1.345
H 0.602 0.218 -1.524
H -0.986 1.896 -0.401
*
```

Here is BrH4NSi as an isolated structure in a non-equilibrium geometry from OMol25. Energies are from ωB97M-V/def2-TZVPD.

Its HOMO energy is -10.11 eV. The frontier orbital gap comes out at 10.77 eV.

Structure (ORCA input):
```
! RIJCOSX wB97M-V def2-TZVPD def2/J DEFGRID3
* xyz 0 1
N -1.042 0.212 -0.190
Si 0.578 -0.149 -0.232
Br 1.596 1.204 1.232
H -1.614 -0.531 0.299
H -1.325 1.113 -0.304
H 1.418 -0.113 -1.439
H 0.389 -1.735 0.634
*
```

These records have E values of -104410.9057; -82523.3535; -86686.1802; -88540.0612; -94292.4907; -113727.9184; -79473.2722; -79475.8135 eV, in the order they appear.